A 14-piece molecular cluster, C15H58N6O14 overall. Source: the OMol25 dataset; level of theory: ωB97M-V/def2-TZVPD.

Last column: Löwdin charge in e.
CARTESIAN COORDINATES (ANGSTROEM)
1 C -0.1365 1.2999 -4.1114  -0.0755
2 C 0.6917 0.0916 -3.8088  -0.2900
3 O -0.1477 -0.7237 -3.0556  -0.0671
4 H -1.1413 1.0551 -4.4821  0.0729
5 H 0.4205 1.9540 -4.7698  0.0834
6 H -0.3506 1.8446 -3.1759  0.0735
7 H 1.6495 0.3792 -3.3581  0.0969
8 H 1.0625 -0.3483 -4.7126  0.1117
9 H -0.7424 -1.1454 -3.5974  0.0400
10 C 1.1296 -0.6210 3.8790  -0.5899
11 O 0.2347 0.3709 3.5568  -0.1100
12 N 2.3188 -0.7623 3.3703  0.1100
13 N 0.8341 -1.5790 4.7653  0.1536
14 H 2.6330 0.0445 2.6987  0.0988
15 H 3.0091 -1.4268 3.7784  0.1640
16 H -0.1954 -1.8136 4.8965  0.1481
17 H 1.4414 -2.3537 4.9715  0.1046
18 C 2.6728 -3.3356 1.0598  -0.7258
19 O 3.6267 -3.6709 1.8948  -0.0658
20 N 2.3292 -4.1506 0.1351  0.1844
21 N 1.9986 -2.2654 1.2939  0.1479
22 H 2.9777 -4.9406 -0.0034  0.1582
23 H 1.6397 -3.9575 -0.5760  0.0521
24 H 2.1874 -1.6206 2.1252  0.0524
25 H 1.3045 -1.9148 0.6562  0.0950
26 C 4.0959 0.5317 1.1970  -0.6507
27 O 5.2749 1.1819 1.4370  -0.0982
28 N 4.0791 -0.6682 0.6774  0.2023
29 N 2.9021 0.9069 1.3866  0.1348
30 H 4.9701 -1.0214 0.7835  0.0953
31 H 3.3203 -1.3380 0.6675  0.0550
32 H 2.8132 1.9432 1.5898  0.1782
33 H 2.1448 0.4989 0.8665  0.0627
34 C -2.6047 -2.2700 -1.8228  -0.0972
35 O -2.3772 -2.9925 -0.5717  -0.1272
36 H -3.5586 -2.6564 -2.2195  0.0902
37 H -1.8721 -2.4986 -2.6159  0.0689
38 H -2.7700 -1.2185 -1.5770  0.0619
39 H -1.4652 -2.9565 -0.3880  -0.0185
40 C -3.2281 1.4338 -2.6330  -0.1951
41 O -4.5718 1.2033 -2.7462  -0.0912
42 H -3.0566 1.7554 -1.6737  0.0448
43 H -3.0204 2.2680 -3.3181  0.0928
44 H -2.6401 0.5813 -2.9863  0.0568
45 H -4.9007 1.0787 -3.6280  0.0773
46 C 0.9053 -3.7501 -2.6378  -0.1168
47 O 0.6712 -2.9055 -1.5269  -0.1581
48 H 1.9939 -3.9241 -2.7230  0.0923
49 H 0.6100 -3.5274 -3.5818  0.0450
50 H 0.4937 -4.7563 -2.3301  0.1188
51 H 0.3904 -2.0585 -1.8364  0.0246
52 C -3.2134 -0.7103 1.7825  -0.1650
53 O -3.0858 0.4914 1.0861  -0.0957
54 H -4.0810 -0.8338 2.4538  0.0939
55 H -2.3220 -0.7209 2.3976  0.0567
56 H -3.2325 -1.6474 1.1698  0.0712
57 H -3.7890 0.4422 0.4933  0.0511
58 C 2.9202 2.1578 -2.2533  -0.1933
59 O 3.7387 2.9945 -1.5459  -0.0842
60 H 3.3167 2.2289 -3.2215  0.0759
61 H 1.8749 2.3416 -2.2071  0.0613
62 H 3.1410 1.1743 -1.8462  0.0792
63 H 4.6378 2.7645 -1.6982  0.0773
64 C -1.0120 -3.4015 2.0663  -0.1442
65 O -0.3768 -3.9881 0.9595  -0.1397
66 H -2.1537 -3.3539 1.9153  0.1040
67 H -0.8230 -2.2680 2.0047  0.0691
68 H -0.6040 -3.8050 2.9461  0.0606
69 H 0.5742 -4.0038 1.0471  0.0247
70 C -1.4062 5.4023 -1.2880  -0.1533
71 O -1.5372 4.0113 -1.5313  -0.1417
72 H -0.3554 5.6654 -1.4303  0.0894
73 H -1.8224 5.7626 -0.3480  0.0796
74 H -1.9071 5.9614 -1.9876  0.0456
75 H -0.9704 3.5829 -0.8189  0.0394
76 C -0.5647 3.2668 1.1787  -0.1347
77 O 0.4768 3.2344 0.2412  -0.1153
78 H -1.0218 4.2648 1.2604  0.0929
79 H -0.2152 3.0692 2.2471  0.1197
80 H -1.3110 2.6393 0.8281  0.0499
81 H 1.2948 3.5069 0.6156  0.0875
82 C -0.3481 0.0318 -0.0767  -0.1289
83 O 0.9550 0.4631 -0.3037  -0.1192
84 H -0.5787 -1.0696 -0.1644  0.0917
85 H -1.0224 0.5965 -0.6354  0.0595
86 H -0.6066 0.2384 0.9393  0.0588
87 H 0.9288 1.4141 -0.3577  0.0413
88 C -2.5064 2.3251 3.5637  -0.2289
89 O -3.4309 1.8537 4.4789  -0.0912
90 H -2.9819 2.5251 2.5726  0.0808
91 H -1.6332 1.6809 3.2649  0.0494
92 H -2.0371 3.2202 3.9280  0.0668
93 H -2.9564 1.2398 5.0543  0.0856

E_LUMO   0.006 hartree
Molar mass   546.7 Da
Energy relative to the best compared isomer or geometry (same formula, charge and spin)   34.89 kcal/mol
HOMO   -9.36 eV


A 15-piece molecular cluster, C15H60N16O15 overall. Source: the OMol25 dataset; level of theory: ωB97M-V/def2-TZVPD.

Last column: Löwdin charge in e.
CARTESIAN COORDINATES (ANGSTROEM)
1 C 3.0991 -0.7114 3.1012  -0.1536
2 O 2.7703 -0.9159 4.4692  -0.1179
3 H 2.2725 -0.1273 2.6966  0.0498
4 H 4.0020 -0.1318 2.9092  0.0823
5 H 3.2323 -1.6327 2.5340  0.0576
6 H 3.0937 -0.2081 5.0314  0.0791
7 C 4.0806 0.6444 -2.6168  -0.1912
8 O 3.5058 0.8425 -1.4059  -0.1148
9 H 3.6301 -0.1332 -3.2335  0.0622
10 H 3.8188 1.6062 -3.0577  0.0780
11 H 5.1533 0.4833 -2.5099  0.0874
12 H 2.5714 0.6486 -1.5103  0.0398
13 C -3.9841 -0.4860 2.5732  -0.1856
14 O -3.9758 -1.5797 1.7026  -0.1394
15 H -4.0111 -0.8026 3.6158  0.0763
16 H -3.1666 0.1953 2.3373  0.0676
17 H -4.8712 0.1473 2.5699  0.0722
18 H -3.0451 -1.8151 1.6969  -0.0194
19 C -3.2680 1.1708 -0.7296  -0.1204
20 O -4.0637 1.4128 -1.9440  -0.1302
21 H -2.2253 1.4513 -0.8786  0.0632
22 H -3.7629 1.5037 0.1827  0.0758
23 H -3.2562 0.0928 -0.5685  0.0556
24 H -3.4020 1.7956 -2.5247  -0.0015
25 C 2.3489 -3.8468 0.3667  -0.1758
26 O 3.6585 -3.3811 0.5567  -0.1075
27 H 2.5649 -4.4447 -0.5187  0.0733
28 H 1.9445 -4.5785 1.0661  0.0591
29 H 1.6343 -3.0797 0.0686  0.0723
30 H 3.5229 -2.4518 0.7556  0.0478
31 C -2.3385 -2.5237 -3.3392  -0.1868
32 O -1.0893 -2.6723 -2.8662  -0.1277
33 H -2.3320 -1.8768 -4.2164  0.0723
34 H -2.7637 -3.4976 -3.5819  0.0937
35 H -3.0772 -2.1838 -2.6134  0.0815
36 H -0.9029 -3.5769 -3.1279  0.1045
37 C -2.1550 4.2404 0.5716  -0.1199
38 O -1.2437 3.8586 1.6036  -0.1451
39 H -3.0611 4.6772 0.9916  0.0857
40 H -1.7791 5.0905 0.0023  0.0781
41 H -2.3000 3.4658 -0.1815  0.0562
42 H -0.3938 3.8814 1.1578  0.0185
43 C -0.6463 -2.9336 2.1752  -0.6818
44 O -1.5484 -2.2869 1.6813  -0.0069
45 N -0.4506 -4.2633 2.0060  0.1855
46 N 0.2740 -2.4112 2.9203  0.2103
47 H -1.1680 -4.8173 1.5605  0.0616
48 H 0.3424 -4.6372 2.5075  0.0975
49 H 0.2138 -1.4061 2.9986  0.0562
50 H 0.9926 -2.9553 3.3761  0.1232
51 C 3.6235 4.1218 3.0547  -0.8315
52 O 4.7018 3.9962 3.5596  0.0495
53 N 3.0713 3.0963 2.5315  0.1766
54 N 2.9154 5.2160 2.9009  0.1746
55 H 2.6007 3.1784 1.6416  0.0554
56 H 3.5125 2.2282 2.7998  0.1039
57 H 2.0755 5.2558 2.3414  0.1023
58 H 3.4111 6.0358 3.2209  0.1175
59 C 1.8613 -1.6137 -5.0172  -0.7438
60 O 1.4778 -0.6162 -5.6300  0.0253
61 N 3.0901 -2.0544 -5.0845  0.1375
62 N 1.3196 -2.3470 -4.0848  0.1720
63 H 3.8285 -1.4084 -5.3244  0.1256
64 H 3.0527 -3.0169 -4.7807  0.1084
65 H 1.8774 -3.0181 -3.5762  0.1144
66 H 0.3722 -2.2294 -3.7553  0.0638
67 C 1.5787 3.8757 -0.4816  -0.7955
68 O 1.2373 3.3417 0.5195  0.0129
69 N 0.9721 3.6873 -1.5750  0.2187
70 N 2.5313 4.7070 -0.7203  0.2014
71 H 0.4160 2.8465 -1.5127  0.0938
72 H 1.3744 4.1032 -2.4028  0.1308
73 H 3.0035 4.6808 -1.6128  0.1298
74 H 2.9847 5.0927 0.0956  0.1119
75 C -3.5756 -4.9892 0.2401  -0.7572
76 O -2.7687 -5.6515 0.9096  0.0016
77 N -3.2529 -3.8005 -0.2406  0.1745
78 N -4.7023 -5.3398 -0.1692  0.1914
79 H -4.1363 -3.3136 -0.2915  0.1035
80 H -2.3537 -3.3472 -0.1628  0.0980
81 H -5.0660 -4.6811 -0.8429  0.1245
82 H -5.2050 -6.1912 0.0372  0.1409
83 C -1.5455 1.9317 -4.2188  -0.6826
84 O -2.0780 2.9924 -3.7095  -0.0365
85 N -0.2868 1.7280 -4.4588  0.1740
86 N -2.0829 0.7534 -4.3418  0.1592
87 H 0.4045 2.2740 -3.9647  0.1060
88 H -0.1200 0.8137 -4.8542  0.0700
89 H -1.5891 0.0161 -4.8242  0.0962
90 H -3.0761 0.6105 -4.2270  0.1162
91 C 0.2616 0.2473 -0.3895  -0.7957
92 O 0.4079 0.8075 -1.4500  0.0173
93 N -0.2894 -0.8650 -0.3862  0.2188
94 N 0.5442 0.6367 0.8368  0.2190
95 H -0.7393 -1.2928 -1.1828  0.1044
96 H -0.4723 -1.2909 0.5112  0.0722
97 H 0.8609 1.5910 0.9325  0.0706
98 H -0.0802 0.2920 1.5520  0.0664
99 C -0.4942 1.1233 4.2887  -0.6908
100 O -0.4615 0.2227 3.4428  -0.0163
101 N -0.5890 2.4184 4.0012  0.1960
102 N -0.4725 0.9096 5.5650  0.1803
103 H -0.9590 2.9484 4.7773  0.1106
104 H -0.6394 2.7433 3.0462  0.0691
105 H -0.1988 0.0040 5.9188  0.1291
106 H -0.5787 1.6991 6.1860  0.1155

E_LUMO   0.001 hartree
Molar mass   704.7 Da
Energy relative to the best compared isomer or geometry (same formula, charge and spin)   162.48 kcal/mol
HOMO   -9.16 eV


A 15-piece molecular cluster, C15H60O15 overall. Source: the OMol25 dataset; level of theory: ωB97M-V/def2-TZVPD.

Last column: Löwdin charge in e.
CARTESIAN COORDINATES (ANGSTROEM)
1 C 14.2290 23.6450 -16.4650  -0.1303
2 O 13.9290 22.7720 -15.3770  -0.1268
3 H 13.3780 23.8760 -17.0060  0.0388
4 H 14.9020 23.2150 -17.1850  0.0657
5 H 14.6250 24.4930 -15.9440  0.0834
6 H 13.5710 21.9870 -15.7640  -0.0188
7 C 11.7780 17.1850 -15.1760  -0.1358
8 O 12.3550 18.4460 -15.0170  -0.1425
9 H 11.2570 17.0430 -14.2530  0.0733
10 H 12.4820 16.3780 -15.4520  0.0982
11 H 11.0580 17.2330 -15.9880  0.0800
12 H 12.8040 18.5100 -14.1760  0.0346
13 C 13.8070 23.1700 -11.7580  -0.1451
14 O 13.6510 21.7810 -11.7370  -0.1493
15 H 12.8410 23.6150 -11.8930  0.0679
16 H 14.4680 23.4780 -12.5410  0.0711
17 H 14.1250 23.5110 -10.8080  0.0594
18 H 13.2010 21.5240 -12.5650  0.0326
19 C 8.8540 18.6530 -14.6580  -0.1457
20 O 7.9290 19.7590 -14.5940  -0.1029
21 H 9.0940 18.2590 -13.7180  0.0486
22 H 9.8410 18.9430 -14.9720  0.0369
23 H 8.5530 17.7720 -15.2730  0.0994
24 H 7.2230 19.4980 -13.9750  0.0724
25 C 11.0380 20.5240 -12.7590  -0.1122
26 O 11.8650 21.2300 -13.6580  -0.0874
27 H 11.2350 19.4690 -12.6970  0.0603
28 H 9.9890 20.6430 -13.0840  0.0787
29 H 11.1530 20.8580 -11.7600  0.0651
30 H 11.5160 21.0670 -14.4890  0.0021
31 C 10.6920 22.6930 -16.6260  -0.1089
32 O 10.3330 21.4560 -15.9900  -0.1762
33 H 11.2960 22.5300 -17.5560  0.0945
34 H 11.3270 23.3360 -15.9780  0.0810
35 H 9.7190 23.2340 -16.7250  0.1028
36 H 10.2830 20.7870 -16.7240  0.1312
37 C 11.0750 17.9720 -10.0640  -0.1258
38 O 11.0430 19.2970 -9.6000  -0.1395
39 H 11.2880 18.0150 -11.1260  0.0589
40 H 10.1060 17.4640 -10.0130  0.0827
41 H 11.8080 17.4600 -9.4240  0.1030
42 H 10.8970 19.3250 -8.6630  0.0898
43 C 7.9640 19.2710 -10.8220  -0.2033
44 O 7.4000 18.1390 -11.2880  -0.0862
45 H 7.1870 19.9270 -10.5510  0.0789
46 H 8.5860 19.6840 -11.5910  0.0635
47 H 8.5110 18.9750 -9.9490  0.0678
48 H 6.6760 18.3410 -11.8750  0.0772
49 C 9.1160 22.4580 -10.4010  -0.1533
50 O 9.3470 21.4470 -9.4410  -0.1057
51 H 8.4010 23.2680 -10.1510  0.0979
52 H 8.8690 22.0990 -11.4090  0.0515
53 H 10.0210 23.0390 -10.5820  0.0647
54 H 10.1030 20.9580 -9.7150  -0.0039
55 C 14.0990 18.8310 -11.4250  -0.1082
56 O 13.5310 18.0770 -12.4960  -0.1067
57 H 13.3940 19.2890 -10.7240  0.0620
58 H 14.7340 19.6180 -11.8720  0.0662
59 H 14.7950 18.2330 -10.8250  0.0916
60 H 13.0950 17.3180 -12.2230  0.0417
61 C 15.3830 20.3950 -14.2060  -0.1491
62 O 16.2110 19.3090 -13.8530  -0.1025
63 H 14.3520 20.0550 -14.2260  0.0625
64 H 15.7320 20.8540 -15.1540  0.0950
65 H 15.5710 21.0970 -13.4530  0.0582
66 H 17.1040 19.5250 -14.0260  0.0551
67 C 13.5000 20.4820 -17.8110  -0.1176
68 O 13.0090 20.5750 -16.4970  -0.1635
69 H 12.7090 20.5110 -18.5700  0.0842
70 H 13.9740 19.5320 -17.8590  0.0748
71 H 14.3210 21.2330 -18.0220  0.1002
72 H 12.6210 19.7210 -16.3120  0.0479
73 C 9.6580 23.7160 -13.4620  -0.1522
74 O 8.9260 22.6500 -14.0070  -0.1340
75 H 9.0230 24.3350 -12.8950  0.0576
76 H 9.9950 24.4130 -14.2780  0.0964
77 H 10.4810 23.4370 -12.7990  0.0672
78 H 9.5200 22.1180 -14.5730  0.0295
79 C 12.5570 22.0060 -8.7400  -0.1788
80 O 11.8220 22.0130 -7.5640  -0.0847
81 H 11.9850 22.2480 -9.6530  0.0660
82 H 12.8900 21.0110 -8.9250  0.0512
83 H 13.4680 22.6150 -8.6600  0.0923
84 H 10.9730 21.6280 -7.6490  0.0365
85 C 6.2030 22.6790 -12.2380  -0.1864
86 O 6.5350 21.4630 -12.7710  -0.1158
87 H 5.7620 22.5870 -11.2680  0.0785
88 H 5.5100 23.1560 -12.8950  0.0719
89 H 7.0410 23.3910 -12.1150  0.0654
90 H 7.2620 21.5510 -13.3890  0.0332

E_LUMO   0.010 hartree
Molar mass   480.6 Da
Energy relative to the best compared isomer or geometry (same formula, charge and spin)   189.41 kcal/mol
HOMO   -9.46 eV